Record 1
{"formula": "C8H24B2O28", "method": "ωB97M-V/def2-TZVPD", "total_energy_ha": -2476.3501, "total_charge": -2, "largest_force_ev_per_a": 3.8, "lumo_ev": 4.15, "orbital_gap_ev": 10.211, "symbols": ["H", "H", "O", "O", "H", "O", "H", "H", "O", "O", "H", "C", "O", "O", "O", "H", "H", "O", "H", "O", "C", "O", "H", "H", "H", "C", "C", "H", "H", "C", "H", "O", "O", "O", "O", "H", "C", "O", "O", "H", "O", "O", "O", "O", "B", "H", "O", "C", "O", "O", "C", "B", "H", "H", "O", "H", "O", "O", "H", "H", "O", "H"], "coordinates": [[2.16894, -2.51112, 0.86368], [4.10987, 4.49677, 1.29055], [3.18445, 5.75562, -2.57457], [-0.38093, 0.86672, -3.74789], [3.19665, 5.38329, 2.10202], [1.81502, -3.33726, 0.45347], [-1.92213, -3.86359, -1.63876], [-1.10404, -1.54038, 0.37951], [-0.11024, 1.62009, -0.38509], [1.48454, -4.58825, -1.85782], [-4.31974, 1.78898, 0.42110], [2.70668, 0.26144, 0.85740], [-0.84029, -1.87568, -0.51427], [2.28959, 2.19758, -0.37768], [-3.98728, -1.88070, 0.96146], [1.11656, -2.86506, -0.05979], [1.90170, 0.51682, -5.02869], [2.68172, 0.23087, -5.44005], [2.85424, -0.65017, -5.16006], [-3.79506, -2.03236, -4.32275], [-0.85329, 2.32168, 2.55297], [1.20383, 0.76505, -2.11053], [3.12533, 4.92104, -3.10174], [4.98573, 1.39192, 2.64197], [0.37484, -3.72777, 2.62698], [0.00415, 0.93316, -2.59201], [-3.41706, -1.37723, 3.32025], [-4.02418, -0.76652, -0.74657], [0.10622, -3.67868, 4.08062], [-0.92723, 1.34323, -1.35455], [-3.13196, -1.87731, -4.97856], [-0.26474, 0.06427, 2.83926], [-2.52876, -0.47382, 3.81355], [5.48672, 0.68562, 3.06719], [-3.84538, -0.77139, -1.68288], [1.75758, -4.00418, -1.14732], [3.12637, 1.70314, 0.52453], [1.62646, 0.08788, 0.14285], [-1.89122, -4.16595, -2.56569], [0.55036, -4.42531, -2.07093], [-2.12839, 1.41226, -1.38563], [-4.09940, -2.07965, 3.94445], [4.04314, 2.29153, 1.01985], [-2.31195, -0.49049, 1.47527], [-1.75147, 0.20268, 2.68256], [-3.75639, -1.32919, -3.60179], [3.18218, -0.60051, 1.52151], [-3.33646, -1.29644, 1.74967], [1.40690, 1.49424, 2.66121], [-2.01408, 1.73907, 2.74048], [0.26375, 1.27184, 2.64285], [1.25668, 1.16899, -0.71887], [-4.21338, 2.34512, 1.90694], [-2.76093, -3.95793, -2.88641], [-4.77983, 2.29972, 1.10036], [3.06649, 5.36925, -1.66826], [-0.66000, 3.49988, 2.49341], [-0.13111, -4.21568, 3.32093], [5.08677, -0.01728, 2.58962], [-3.44164, 0.08345, -1.75749], [4.09783, 5.32776, 1.74986], [-1.53274, -1.44102, -1.06167]], "forces_ev_per_angstrom": [[0.4, -0.8, 0.0], [0.1, -1.0, -0.3], [-0.3, -1.9, 0.6], [1.0, -0.2, 1.6], [0.3, -0.1, -0.1], [-0.6, 2.2, 0.3], [0.2, -0.1, -0.4], [0.5, -0.3, -0.9], [-0.2, 0.2, 0.7], [-0.4, -0.5, -1.0], [0.3, 0.2, 0.4], [-0.9, 0.4, -1.2], [-0.9, 0.7, 0.5], [0.0, -0.2, -0.2], [-1.0, -0.6, -1.0], [-0.1, -0.6, 0.4], [-1.9, 0.4, 1.1], [1.7, 0.6, -1.5], [0.0, -1.0, 0.5], [-0.9, 0.7, 1.7], [0.2, 0.7, 0.5], [0.7, 0.2, -0.7], [0.1, 1.1, 0.3], [0.2, 0.6, 0.1], [-0.6, -0.8, 0.2], [-2.1, 0.4, -0.8], [2.4, 2.6, -1.4], [-0.4, -0.9, 0.8], [-0.2, 0.0, 0.4], [0.3, -0.2, -1.7], [0.7, 0.5, -0.2], [-1.9, 0.2, -0.7], [0.1, -0.1, -1.3], [0.4, 1.0, 0.4], [-0.1, -0.3, -0.4], [0.0, -0.1, 0.1], [0.0, 0.3, 0.1], [-0.8, -1.7, -0.1], [0.6, -0.1, 1.0], [0.5, 0.1, 0.2], [0.3, 0.1, 0.3], [-1.8, -1.7, 1.5], [0.4, 0.4, 0.1], [0.4, 0.9, -0.1], [-0.9, -0.3, 1.5], [0.2, -1.3, -1.3], [1.1, -0.4, 0.8], [1.4, 0.7, 2.1], [2.9, 1.0, -0.1], [-0.2, -2.3, -0.7], [-2.3, -0.9, 0.4], [0.5, 0.5, 1.0], [-0.2, -0.2, -1.2], [-0.6, 0.3, -0.5], [0.1, 0.1, 0.8], [0.2, 0.8, -0.9], [0.1, 0.2, -0.2], [0.8, 0.9, -0.8], [-0.5, -1.6, -0.5], [0.7, 1.1, -0.6], [-0.4, 0.9, 0.4], [0.5, -0.6, 0.2]]}

---

Record 2
{"formula": "C5H14N2", "method": "ωB97M-V/def2-TZVPD", "total_energy_ha": -308.3443, "smiles": "CCNC[C@H](C)N", "largest_force_ev_per_a": 7.5, "lumo_ev": 1.12, "orbital_gap_ev": 9.415, "symbols": ["H", "H", "C", "H", "N", "C", "H", "N", "C", "H", "C", "H", "H", "H", "H", "H", "H", "H", "H", "H", "C"], "coordinates": [[1.06715, -0.43537, -0.96757], [3.32911, 1.15149, 1.30379], [0.69324, 1.84235, 0.75911], [-0.99327, -0.79955, 1.09610], [-0.64124, -0.72349, 0.23028], [-1.22947, -1.31391, -1.00605], [1.33804, -1.59017, 0.16284], [2.82216, 0.51825, 0.72125], [0.81882, -0.62112, 0.06164], [-0.67178, -1.02982, -1.88587], [-2.69137, -0.70329, -1.06892], [-1.27822, -2.45252, -0.87805], [0.29494, 1.80852, -0.29308], [-2.80303, 0.24284, -1.47480], [1.15104, 0.24297, 1.98177], [-3.19409, -0.59023, -0.14235], [1.22377, 2.71535, 0.98540], [-3.30770, -1.61974, -1.54397], [2.94194, 0.85604, -0.24851], [-0.24030, 2.01521, 1.22131], [1.37026, 0.48617, 0.98569]], "forces_ev_per_angstrom": [[-0.2, 0.9, -0.6], [0.1, 0.5, 0.5], [-1.5, -1.5, -2.6], [-1.7, -0.9, 3.3], [3.6, 0.8, -6.6], [-2.6, 0.1, 3.4], [0.1, 0.2, 0.8], [-0.4, -0.3, -0.9], [-0.8, -0.2, 1.7], [0.3, 0.0, 0.0], [-0.2, -5.5, -1.0], [0.0, 1.4, -0.7], [0.9, 0.6, 0.4], [0.1, 1.5, -1.7], [0.3, -0.8, 1.6], [0.1, -0.3, 1.5], [1.5, 1.0, 0.0], [0.8, 2.6, 0.3], [0.0, -0.3, 0.7], [-1.1, -0.5, 1.3], [0.8, 0.4, -1.6]]}

---

Record 3
{"formula": "C4H4FNOS", "method": "ωB97M-V/def2-TZVPD", "total_energy_ha": -782.7663, "smiles": "O=CN(C=S)/C=C\\F", "largest_force_ev_per_a": 3.9, "lumo_ev": -0.43, "orbital_gap_ev": 8.235, "symbols": ["C", "S", "N", "H", "H", "C", "C", "F", "C", "O", "H", "H"], "coordinates": [[1.86926, -0.96658, -0.28102], [-2.16729, -0.71939, 0.21746], [0.49550, -0.46180, -0.06383], [-0.54483, 2.77082, 0.88089], [-0.34820, -1.87552, -1.28185], [-0.59798, -1.15786, -0.36985], [0.42162, 0.65718, 0.88311], [-0.32980, 1.77882, -1.00742], [-0.06267, 1.83301, 0.35696], [2.83050, -0.34925, 0.19410], [0.72981, 0.50272, 2.06278], [1.91412, -2.06514, -0.71572]], "forces_ev_per_angstrom": [[0.8, 0.3, 1.7], [2.8, -1.5, -1.3], [3.3, 0.5, 1.7], [1.6, -2.1, -1.1], [-0.9, 1.0, 2.2], [-2.8, -0.1, -1.6], [-0.3, 1.8, 1.3], [0.2, 0.7, 1.7], [-0.7, -1.3, 0.4], [-2.8, -2.0, -1.8], [-0.9, 0.4, -3.5], [-0.1, 2.2, 0.4]]}

---

Record 4
{"formula": "C23H19F3O3S", "method": "ωB97M-V/def2-TZVPD", "total_energy_ha": -1811.1562, "largest_force_ev_per_a": 4.2, "lumo_ev": -3.96, "orbital_gap_ev": 1.994, "symbols": ["F", "C", "O", "S", "C", "H", "F", "C", "H", "C", "H", "C", "H", "C", "C", "H", "C", "C", "C", "H", "C", "H", "C", "H", "O", "H", "H", "C", "C", "H", "C", "H", "H", "C", "H", "C", "C", "C", "C", "F", "H", "C", "H", "O", "H", "C", "C", "H", "H"], "coordinates": [[4.54622, -0.70381, 2.80228], [2.36806, 2.20049, 2.66237], [-2.49733, -5.80040, 1.15009], [1.31016, -4.56175, 1.64884], [2.18479, -0.55439, 2.69712], [-5.12010, -6.00835, 0.04851], [2.46275, 3.55034, 2.64131], [-2.60770, -1.05605, 2.43121], [-0.13448, -1.57855, 2.48960], [-4.91282, -6.05648, 1.11773], [2.80605, -6.47795, 0.17687], [3.51023, 1.42626, 2.75877], [0.29898, 2.24145, 2.41526], [3.08459, -5.73716, -1.81357], [2.86013, -4.68283, -2.67425], [-5.36125, 0.81911, 2.92575], [-3.36862, 1.55066, 2.93257], [1.93516, -4.56844, -0.07495], [-3.72335, -5.19136, 1.48764], [2.14294, -1.62678, 2.70816], [-2.03194, 1.23304, 2.84484], [-3.76008, -4.21086, 0.99925], [-0.24139, -0.50796, 2.55240], [-1.34233, 2.03053, 3.02022], [-1.58997, -3.76352, 1.68646], [3.60741, -6.61363, -2.15420], [-3.68674, -4.98651, 2.56494], [1.72375, -3.50550, -0.92829], [0.99260, 0.19532, 2.61648], [-2.31743, -2.06581, 2.19689], [-1.44148, -4.95125, 1.41321], [-0.05997, -6.59013, 1.22400], [-5.82302, -5.78015, 1.65436], [-1.59720, -0.08280, 2.59305], [2.00824, -2.73856, -2.89536], [2.18593, -3.56473, -2.22714], [-4.32467, 0.55450, 2.81549], [3.42103, 0.04637, 2.75953], [-0.15059, -5.53108, 1.36720], [-3.74839, 2.84196, 3.08744], [-4.68684, -7.09648, 1.34816], [1.13535, 1.59628, 2.57778], [3.20592, -4.73449, -3.69422], [2.16871, -5.71901, 2.10019], [-4.68175, -1.51663, 2.47398], [2.62543, -5.67413, -0.51693], [-3.93620, -0.74388, 2.55913], [1.19758, -2.63692, -0.57055], [4.47098, 1.90180, 2.81809]], "forces_ev_per_angstrom": [[-0.9, 0.7, 0.0], [-0.4, -0.2, 0.0], [0.1, 0.3, -0.1], [-0.9, -3.8, -1.6], [-0.1, -0.8, 0.0], [0.0, 0.0, 0.0], [0.0, -0.9, 0.0], [0.7, -0.5, -0.1], [0.0, -0.6, -0.2], [0.4, -0.3, -0.2], [0.0, -0.1, 0.1], [0.7, 0.2, 0.1], [-0.2, 0.2, 0.0], [-0.1, 0.0, 0.0], [0.0, 0.1, -0.3], [-0.3, 0.0, 0.0], [0.7, 0.1, -0.3], [-0.3, 1.0, 0.1], [-0.5, 0.6, 0.4], [-0.1, -0.5, 0.0], [-0.2, 1.0, 0.3], [-0.2, -0.1, 0.0], [-0.6, 0.1, 0.0], [0.1, 0.3, 0.1], [-1.3, 2.2, 0.3], [0.1, -0.2, -0.1], [-0.3, -0.1, 0.0], [0.0, 0.0, 0.2], [0.8, 0.6, 0.0], [0.2, -0.6, -0.1], [3.3, -1.7, -0.2], [0.7, -0.2, -0.1], [0.2, 0.1, 0.0], [-0.1, 0.2, 0.1], [0.0, 0.2, -0.2], [-0.1, 0.2, -0.2], [-0.3, 0.3, 0.0], [0.0, 0.0, -0.1], [-2.0, 1.5, 0.1], [0.2, -0.8, 0.1], [-0.1, -0.1, 0.1], [-0.3, 0.6, -0.2], [0.1, 0.0, -0.2], [0.9, 0.9, 1.7], [-0.1, -0.1, -0.1], [0.2, -0.4, 0.3], [-0.3, 0.1, 0.1], [-0.2, 0.3, 0.0], [0.3, 0.1, 0.0]]}